# C10H29BCaCl3FLiMgNO6

A molecular structure, C10H29BCaCl3FLiMgNO6 in a non-equilibrium geometry (wB97M-V/def2-TZVPD, OMol25).

Structure (XYZ):
```
54
Properties=species:S:1:pos:R:3:forces:R:3:mulliken_charge:R:1
H -3.585724 1.187030 -1.917258 -1.09 -1.61 1.27 0.17
Mg -4.671131 1.839750 -3.444338 -0.17 1.33 -1.93 -0.11
Cl 1.328869 -3.246671 1.547346 0.28 -0.25 1.39 -0.29
H -3.738319 -0.878676 1.449778 0.24 -2.06 -0.77 0.33
C 4.243567 4.374562 3.025411 0.14 -0.12 0.30 -1.17
H -5.385141 0.566239 -2.149249 1.51 -0.42 1.88 0.21
Li 1.028869 5.359211 -2.046772 -0.17 -1.12 1.09 0.78
H 3.847300 3.903133 3.931241 0.07 0.15 -0.12 0.31
O -0.021088 -3.036917 -0.964981 0.64 2.06 4.00 0.10
H 2.006395 1.257807 -0.783075 -2.74 -0.59 -0.33 0.21
H 0.049370 -1.973367 1.000937 -0.46 -0.18 -0.82 0.27
H -1.734162 0.522419 1.209631 1.35 -0.51 -1.88 0.14
H 3.890730 5.580801 0.544851 0.08 -0.12 0.15 0.24
B -3.138640 -1.297827 -0.399011 1.26 1.84 2.25 1.01
Cl 0.728869 3.258669 -0.403798 0.55 9.59 2.64 -0.60
H 3.434619 -5.933609 -0.713846 -1.05 -0.15 -0.15 0.44
C -0.690289 -2.284476 0.147912 -1.43 -0.70 -1.38 -0.76
H -4.796771 -2.985117 -2.269494 -0.67 1.91 0.90 0.17
O -3.739079 -1.740855 0.908161 0.48 2.49 -2.22 -0.58
C 0.836775 1.115276 -0.971567 1.16 -4.69 -2.77 -0.78
H -1.694210 1.237506 -0.543767 0.82 -1.56 1.39 0.18
C 1.304521 -2.461990 -1.253629 1.75 0.99 0.03 -0.79
H 0.369465 -5.091426 3.294243 0.75 0.93 -1.41 0.32
H 5.293648 4.632209 3.195141 -0.07 -0.07 -0.02 0.35
H 4.192074 3.622729 2.229785 0.02 0.16 -0.02 0.29
H 1.531959 -1.559771 -0.543259 -0.52 -1.89 -1.23 0.34
H -4.586976 0.676336 -0.358806 -0.01 0.05 -2.12 0.23
H 2.031361 4.594547 1.738398 -0.18 0.08 0.14 0.26
H 1.902416 -5.394196 -0.921764 -1.55 -0.27 1.69 0.33
H 3.348818 7.142997 1.143164 0.08 -0.04 0.13 0.29
Cl -0.171131 -3.069776 -3.281249 -2.35 -1.12 -4.48 -0.69
O -0.111726 -5.628612 3.896830 -0.73 -0.71 1.12 -0.55
N -3.966729 -0.999250 -1.653644 -1.00 -1.14 0.88 -0.15
H 2.215947 -7.001312 -0.951962 -0.39 1.10 0.62 0.44
F 0.728869 -5.866331 0.512869 0.67 -0.16 -1.33 -0.81
H 1.391095 -2.080077 -2.376129 -0.05 -0.84 3.01 0.30
H -5.971131 -1.536592 -2.546030 2.02 -0.80 1.42 0.27
C -1.489643 -1.044658 -0.567308 -1.59 -0.48 3.75 0.55
C -4.401765 0.448467 -1.497234 -0.07 -0.60 0.78 -0.62
Ca -2.271131 -3.149188 -1.887131 2.51 0.17 -0.97 0.85
O 2.562495 -6.095443 -1.155604 2.02 -0.74 -0.95 -0.36
O 2.066749 5.231091 2.471707 0.02 0.20 0.08 -0.49
H 2.104704 -3.294889 -1.036359 -1.51 1.67 -0.51 0.02
H 0.451137 2.119485 -1.439141 0.05 -4.49 -0.63 0.31
C 3.428341 5.605820 2.663709 -0.12 -0.54 -0.45 0.35
H 0.707345 0.234616 -1.763535 0.20 0.98 1.75 0.30
H -1.430388 -3.082111 0.637968 1.39 1.35 -0.93 0.25
H 3.457356 6.322712 3.491474 -0.18 -0.09 -0.10 0.29
H -5.698289 -2.156118 -0.780322 1.22 0.27 -1.99 0.28
C 3.952578 6.265461 1.398162 0.08 0.38 -0.11 -1.12
O 0.210923 0.754945 0.310699 -1.57 -0.64 -1.47 -0.33
C -1.209837 0.400086 0.154683 0.16 1.30 -1.58 -0.68
H 4.993911 6.579884 1.519110 -0.08 -0.02 -0.08 0.36
C -5.137779 -1.944534 -1.802950 -1.77 -0.26 0.10 -0.68
```
Positions in Å, forces in eV/Å.

The calculation puts the total energy at -89646.222 eV. The value obtained for the HOMO energy is -6.4 eV. As for the frontier orbital gap: 2.9029 eV.